# 1
{"formula": "C21H23N3O2S", "method": "ωB97M-V/def2-TZVPD", "charge": 0, "smiles": "COc1ccccc1N1CCN(C(=S)NC(=O)/C=C/c2ccccc2)CC1", "lumo_ev": -0.3, "e_tot_ev": -41550.5426, "elements": ["C", "O", "C", "C", "C", "C", "C", "C", "N", "C", "C", "N", "C", "S", "N", "C", "O", "C", "C", "C", "C", "C", "C", "C", "C", "C", "C", "H", "H", "H", "H", "H", "H", "H", "H", "H", "H", "H", "H", "H", "H", "H", "H", "H", "H", "H", "H", "H", "H", "H"], "coordinates": [[5.30, -0.96, -4.50], [4.20, -0.91, -3.63], [3.04, -1.54, -3.99], [2.86, -2.17, -5.21], [1.69, -2.84, -5.50], [0.67, -2.88, -4.57], [0.83, -2.23, -3.36], [1.99, -1.54, -3.03], [2.20, -0.95, -1.79], [2.62, 0.44, -1.71], [1.39, 1.36, -1.68], [0.55, 1.03, -0.56], [0.40, 1.87, 0.47], [1.33, 3.22, 0.72], [-0.60, 1.61, 1.41], [-1.91, 1.30, 1.12], [-2.28, 1.01, 0.00], [-2.83, 1.33, 2.27], [-2.47, 1.19, 3.55], [-3.36, 1.17, 4.70], [-4.73, 1.42, 4.61], [-5.53, 1.38, 5.73], [-4.98, 1.09, 6.97], [-3.62, 0.84, 7.08], [-2.82, 0.88, 5.96], [0.10, -0.34, -0.57], [1.34, -1.27, -0.68], [5.60, -1.99, -4.70], [5.10, -0.45, -5.44], [6.11, -0.45, -3.98], [3.66, -2.17, -5.94], [1.58, -3.33, -6.46], [-0.25, -3.40, -4.78], [0.01, -2.27, -2.65], [3.25, 0.68, -2.56], [3.20, 0.57, -0.79], [1.71, 2.40, -1.59], [0.81, 1.23, -2.60], [-0.45, 2.14, 2.26], [-3.87, 1.39, 1.98], [-1.42, 1.06, 3.80], [-5.17, 1.65, 3.65], [-6.59, 1.58, 5.64], [-5.61, 1.06, 7.85], [-3.19, 0.61, 8.04], [-1.76, 0.68, 6.05], [-0.57, -0.48, -1.42], [-0.44, -0.58, 0.34], [1.93, -1.14, 0.23], [1.02, -2.31, -0.74]], "nbo_charge": [-0.2485, -0.5075, 0.2560, -0.2805, -0.2249, -0.2221, -0.2666, 0.1915, -0.4517, -0.2230, -0.2458, -0.3966, 0.3027, -0.2468, -0.6634, 0.6441, -0.5798, -0.2855, -0.1497, -0.0048, -0.2109, -0.1932, -0.2000, -0.2084, -0.2059, -0.2260, -0.2239, 0.1783, 0.1750, 0.2007, 0.2166, 0.2127, 0.2130, 0.2080, 0.2365, 0.2026, 0.2531, 0.2016, 0.4263, 0.2221, 0.1998, 0.2116, 0.2156, 0.2165, 0.2172, 0.2106, 0.2138, 0.2226, 0.2002, 0.2170]}



# 2
{"formula": "C21H23N3O3", "method": "ωB97M-V/def2-TZVPD", "charge": 0, "smiles": "O=C1C[C@@H](N2CCN(c3ccccc3O)CC2)C(=O)N1Cc1ccccc1", "lumo_ev": 0.8, "e_tot_ev": -32764.0940, "elements": ["O", "C", "C", "C", "N", "C", "C", "N", "C", "C", "C", "C", "C", "C", "O", "C", "C", "C", "O", "N", "C", "C", "C", "C", "C", "C", "C", "H", "H", "H", "H", "H", "H", "H", "H", "H", "H", "H", "H", "H", "H", "H", "H", "H", "H", "H", "H", "H", "H", "H"], "coordinates": [[-4.71, -0.31, -0.95], [-3.84, -0.87, -0.34], [-3.37, -2.30, -0.47], [-2.07, -2.37, 0.33], [-0.93, -2.48, -0.56], [-0.62, -1.33, -1.39], [0.31, -0.30, -0.74], [1.51, -0.97, -0.29], [2.66, -0.21, -0.08], [2.64, 1.18, -0.04], [3.80, 1.93, 0.09], [5.02, 1.30, 0.19], [5.07, -0.09, 0.15], [3.91, -0.84, 0.01], [3.99, -2.21, -0.06], [1.20, -2.03, 0.66], [0.29, -3.05, -0.03], [-2.12, -1.10, 1.19], [-1.45, -0.83, 2.16], [-3.10, -0.28, 0.67], [-3.31, 1.08, 1.12], [-2.28, 2.00, 0.53], [-2.32, 2.29, -0.83], [-1.35, 3.10, -1.40], [-0.33, 3.62, -0.62], [-0.28, 3.32, 0.74], [-1.25, 2.51, 1.31], [-3.23, -2.58, -1.51], [-4.14, -2.95, -0.05], [-2.04, -3.24, 1.00], [-1.54, -0.84, -1.71], [-0.12, -1.73, -2.28], [0.57, 0.45, -1.48], [-0.21, 0.20, 0.09], [1.69, 1.70, -0.09], [3.74, 3.01, 0.12], [5.93, 1.86, 0.29], [6.02, -0.60, 0.22], [4.92, -2.47, -0.03], [2.12, -2.52, 0.97], [0.69, -1.62, 1.54], [0.04, -3.86, 0.67], [0.83, -3.48, -0.88], [-4.32, 1.36, 0.80], [-3.25, 1.08, 2.21], [-3.12, 1.89, -1.44], [-1.38, 3.32, -2.46], [0.43, 4.24, -1.06], [0.51, 3.72, 1.35], [-1.20, 2.27, 2.36]], "nbo_charge": [-0.5763, 0.7095, -0.5193, -0.1337, -0.4373, -0.2220, -0.2389, -0.4483, 0.1116, -0.2009, -0.2427, -0.2213, -0.2815, 0.2803, -0.6803, -0.2531, -0.2131, 0.6994, -0.5791, -0.4782, -0.2496, -0.0600, -0.1623, -0.2245, -0.2171, -0.2130, -0.1971, 0.2552, 0.2485, 0.2301, 0.1983, 0.2056, 0.2173, 0.1820, 0.2125, 0.2083, 0.2122, 0.2019, 0.4824, 0.2325, 0.1975, 0.1996, 0.2013, 0.2428, 0.2290, 0.2177, 0.2159, 0.2168, 0.2189, 0.2225]}



# 3
{"formula": "C21H23N3O4", "method": "ωB97M-V/def2-TZVPD", "charge": 0, "smiles": "CCn1cc(C(=O)NCc2ccc(OC)cc2OC)c(=O)c2ccc(C)nc21", "lumo_ev": 0.2, "e_tot_ev": -34811.6556, "elements": ["C", "C", "N", "C", "C", "C", "O", "N", "C", "C", "C", "C", "C", "O", "C", "C", "C", "O", "C", "C", "O", "C", "C", "C", "C", "C", "N", "C", "H", "H", "H", "H", "H", "H", "H", "H", "H", "H", "H", "H", "H", "H", "H", "H", "H", "H", "H", "H", "H", "H", "H"], "coordinates": [[-5.29, -2.24, -1.14], [-4.89, -1.96, 0.31], [-3.66, -1.20, 0.36], [-2.46, -1.82, 0.36], [-1.25, -1.19, 0.36], [-0.05, -2.08, 0.35], [-0.17, -3.30, 0.28], [1.12, -1.45, 0.43], [2.38, -2.15, 0.33], [3.52, -1.18, 0.29], [4.49, -1.14, 1.28], [5.53, -0.23, 1.26], [5.60, 0.69, 0.22], [6.56, 1.64, 0.08], [7.57, 1.73, 1.06], [4.63, 0.68, -0.79], [3.60, -0.25, -0.76], [2.63, -0.34, -1.70], [2.60, 0.62, -2.73], [-1.18, 0.26, 0.34], [-0.14, 0.92, 0.34], [-2.50, 0.91, 0.33], [-2.61, 2.30, 0.30], [-3.86, 2.88, 0.28], [-4.99, 2.06, 0.29], [-6.37, 2.64, 0.27], [-4.90, 0.74, 0.31], [-3.70, 0.17, 0.33], [-6.21, -2.82, -1.16], [-5.46, -1.30, -1.66], [-4.51, -2.79, -1.65], [-5.66, -1.37, 0.80], [-4.73, -2.90, 0.85], [-2.47, -2.90, 0.37], [1.12, -0.43, 0.40], [2.37, -2.76, -0.58], [2.49, -2.83, 1.18], [4.43, -1.85, 2.09], [6.26, -0.24, 2.05], [8.16, 0.80, 1.11], [7.15, 1.95, 2.04], [8.22, 2.55, 0.75], [4.73, 1.41, -1.57], [2.49, 1.63, -2.33], [1.72, 0.37, -3.33], [3.49, 0.57, -3.36], [-1.71, 2.88, 0.30], [-3.97, 3.96, 0.27], [-6.50, 3.26, -0.61], [-6.52, 3.27, 1.15], [-7.10, 1.84, 0.27]], "nbo_charge": [-0.6151, -0.2124, -0.3588, 0.1406, -0.3057, 0.6681, -0.6654, -0.6060, -0.2183, -0.1162, -0.1481, -0.3425, 0.3122, -0.4948, -0.2510, -0.3072, 0.3248, -0.4960, -0.2497, 0.5192, -0.6341, -0.2181, -0.0802, -0.2911, 0.2686, -0.6469, -0.4856, 0.4045, 0.2172, 0.2181, 0.2107, 0.2387, 0.2059, 0.2451, 0.4422, 0.2125, 0.2053, 0.2122, 0.2183, 0.1759, 0.1764, 0.1987, 0.2218, 0.1821, 0.2010, 0.1750, 0.2419, 0.2207, 0.2260, 0.2268, 0.2328]}



For each record above, in turn, the calculated ΔE to the lowest compared entry with this formula, charge and spin values are 202.8; 169.5; 126.6 kJ/mol.